Molecular formula: C2H3FO2S
Method: DFT, ωB97M-V/def2-TZVPD

```
9
C2H3FO2S ωB97M-V/def2-TZVPD
O 0.22 1.69 -0.76
H 0.35 0.88 2.29
H 0.86 -0.57 1.33
O -2.73 0.47 -1.51
C 0.34 1.09 0.23
H -3.39 0.07 -2.01
F -2.57 -0.43 0.91
S -3.13 0.91 0.02
C 0.50 0.40 1.30
```

Output
Energy above the lowest of the compared OMol25 structures with the same formula, charge and spin in kcal/mol: 55.2
2S+1: 3
Charge: 0
Calculated total energy in eV: -19764.185

These are the Löwdin partial charges, in e, on atoms 1 to 8: 0.108, 0.075, 0.046, -0.412, -0.325, 0.008, -0.476, 0.926